# 1
{
  "formula": "C6H10N2",
  "method": "wB97M-V/def2-TZVPD",
  "multiplicity": 2,
  "relative_energy_ev": 4.127,
  "homo_lumo_gap_ev": [6.76, 6.75],
  "total_charge": -1,
  "species": ["C", "H", "H", "N", "H", "C", "H", "N", "H", "C", "H", "H", "H", "H", "C", "C", "H", "C"],
  "positions_angstrom": [[-0.388, 0.326, 0.384], [3.554, 0.644, 0.114], [3.059, 0.204, -1.415], [-2.237, -0.722, -0.678], [-0.171, -1.763, 0.211], [-1.872, 0.035, 0.510], [1.947, 1.132, -0.380], [0.162, 1.245, 1.216], [-2.556, 0.616, 1.122], [0.371, -0.891, -0.231], [1.823, -0.683, 1.253], [-2.285, 1.301, -1.330], [2.375, -1.848, -0.021], [0.117, 2.195, 0.849], [2.637, 0.279, -0.388], [1.843, -0.908, 0.176], [0.145, -1.001, -1.278], [-1.604, 0.524, -0.946]]
}

# 2
{
  "formula": "C28H50N4O8P2",
  "method": "wB97M-V/def2-TZVPD",
  "smiles": "CCOP(=O)(OCC)OCC.CCOP(=O)(OCC)OCC.c1cc[nH]c1.c1cc[nH]c1.c1cc[nH]c1.c1cc[nH]c1",
  "homo_lumo_gap_ev": 8.70,
  "total_charge": 0,
  "species": ["O", "H", "C", "H", "H", "H", "C", "C", "H", "O", "H", "O", "H", "N", "O", "N", "H", "H", "C", "H", "H", "C", "H", "C", "H", "H", "H", "C", "C", "H", "H", "H", "C", "C", "H", "O", "H", "H", "O", "H", "H", "C", "C", "H", "C", "H", "C", "C", "C", "H", "H", "H", "C", "H", "H", "H", "H", "H", "C", "H", "H", "C", "C", "C", "C", "H", "P", "H", "H", "C", "C", "H", "O", "N", "P", "H", "C", "H", "H", "H", "O", "C", "C", "H", "H", "H", "H", "N", "C", "H", "H", "H"],
  "positions_angstrom": [[-4.257, 0.096, -3.189], [0.239, -4.231, -3.836], [1.999, -5.512, -3.239], [-4.262, -1.872, 0.371], [-5.954, -0.519, -6.089], [-1.997, 0.206, 3.382], [-5.375, 0.214, -4.102], [1.446, 0.306, -0.167], [1.856, -3.481, 3.771], [-2.931, -1.994, -3.395], [3.135, 0.274, 2.481], [-2.214, 3.100, 3.298], [-1.136, 1.247, 5.490], [2.280, -1.629, 2.796], [0.426, 3.557, 3.130], [0.277, -6.167, -4.601], [1.003, -8.270, -4.811], [-0.567, -6.154, -5.155], [1.572, 3.670, 2.329], [-2.887, 5.773, 0.232], [-0.387, -2.371, -0.504], [-1.063, -1.851, -4.739], [2.376, 5.412, 1.593], [3.154, -0.639, 3.058], [-5.053, 0.433, 1.350], [4.877, -0.396, 4.438], [-1.333, -0.848, -2.854], [4.481, 2.372, 0.590], [-1.955, 5.412, 0.667], [0.483, 0.850, 4.949], [-4.402, -1.235, -5.361], [-1.044, -2.608, -2.680], [0.799, -5.154, -3.805], [1.203, -7.245, -4.535], [-5.257, 1.211, -4.526], [-5.237, -2.009, -2.004], [-0.676, -0.086, -0.115], [4.497, 4.601, 0.590], [-0.968, 3.127, 0.935], [-5.151, 0.381, -0.365], [-1.993, 5.684, 1.722], [0.424, -1.658, -0.516], [5.329, 3.643, 2.359], [2.397, 3.035, 2.649], [-0.562, 0.548, 4.882], [-5.939, -1.715, -4.893], [2.461, -0.576, -0.652], [1.716, -1.828, -0.906], [-3.702, -0.947, 0.237], [-2.930, 3.373, 0.488], [2.611, -5.054, -2.476], [1.530, 3.637, 1.240], [-1.577, -1.839, -3.239], [-6.329, 0.303, -3.583], [2.158, -2.794, -1.101], [2.219, 5.560, 3.395], [4.022, -2.809, 5.401], [0.013, -1.715, -4.640], [-0.919, 0.349, 3.454], [3.984, 2.061, -0.317], [5.713, 4.322, 3.106], [2.150, -6.807, -3.664], [4.728, 3.672, 1.090], [2.478, -2.599, 3.736], [1.786, 5.166, 2.476], [3.524, -0.391, -0.706], [-4.014, -1.255, -2.349], [-0.431, -0.610, 3.283], [1.564, -1.480, 2.099], [4.021, -0.958, 4.095], [-1.969, 3.842, 0.276], [-1.089, -2.847, -5.182], [-3.177, -0.793, -1.062], [5.512, 2.315, 2.522], [-0.916, 2.882, 2.545], [1.393, 1.274, 0.310], [-4.433, 0.382, 0.455], [3.009, -7.332, -3.271], [-3.834, 1.281, 0.310], [-2.800, -0.889, 0.846], [-0.452, 1.374, 2.545], [5.150, 1.556, 1.481], [-5.397, -0.821, -5.201], [-0.726, -0.348, 5.481], [5.315, 0.489, 1.471], [0.886, 5.776, 2.556], [-1.839, 3.798, -0.806], [0.291, -0.372, -0.162], [3.578, -2.263, 4.581], [-1.672, -1.247, -5.412], [-0.998, 5.692, 0.227], [5.735, 1.964, 3.443]]
}